The following is a DFT calculation (ωB97M-V/def2-TZVPD) of 6 unconnected molecules or ions with the total composition C30H51ClFN8O7 in a non-equilibrium geometry.

* total charge: +1
* highest occupied orbital energy: -10.2 eV
* spin multiplicity: 1

Element x y z (Å)
H 1.1230 -1.8584 -0.2164
H 9.2719 7.8556 -4.2033
H 1.1059 3.6333 1.7218
C -5.5501 -3.3481 6.4476
C 3.9736 5.3992 -3.1634
O 5.6243 8.5776 -8.4743
C 3.3069 8.4901 -7.8727
C -0.1463 1.5054 1.8844
H -5.0954 -3.1388 5.4755
C 4.4591 8.4250 -8.8359
C 2.8016 -2.7723 1.0725
H 1.7606 5.8001 -1.2760
C -3.7519 -2.5488 2.9668
F -0.1003 -4.5233 3.0233
C -6.4989 -12.3092 3.2278
C -3.7582 -6.0499 2.4473
O 0.7020 -1.6767 1.8958
C -1.4634 0.5724 1.5023
H 0.5863 -3.4997 0.6054
H 2.7728 7.5360 -7.8646
C 0.1415 3.0233 1.3720
C -2.0343 2.9109 0.0906
C -6.6339 -9.8997 2.4872
H -5.5600 -12.0518 3.7195
C 2.7350 3.9139 -1.5408
H 2.8930 7.0008 -11.2403
H 3.0764 6.0181 -3.2019
O 2.7723 2.9070 -0.8364
H -4.6069 -5.4207 1.8938
H 5.7314 8.1484 -5.2086
H -3.7922 -5.1922 4.6686
N -1.7330 -0.8218 2.0236
N -7.0997 -11.1796 2.5587
H 8.5009 8.8360 -6.1864
N 3.8242 4.2644 -2.2832
C 8.7767 6.9359 -4.5265
H 2.4442 -4.5656 2.5966
N -3.3724 -7.2990 2.0141
H -6.5185 -5.0900 9.5713
H -4.0119 -0.2576 2.2121
H 4.2103 -3.7769 2.6052
H -6.1424 -3.4318 10.1044
H 7.2000 10.0108 -5.8640
C -3.2031 -1.1173 2.3896
H -7.9774 -11.3180 2.0712
H -5.4277 -9.7737 4.2498
H 9.0646 6.1304 -3.8455
H -2.0901 -5.8259 4.1306
H -5.0930 -8.5263 3.0338
H 3.8654 -1.1215 0.4682
C 1.1777 -2.5037 0.7760
C -1.0969 -3.4352 2.8278
H -2.7913 3.4769 -0.6422
C -2.5015 1.4014 0.4837
H 3.3314 -3.3409 0.1824
H 4.6058 3.6275 -2.1796
H -7.2089 -12.6799 3.9710
O 6.5576 6.4270 -3.7806
H -6.3177 -13.0875 2.4827
N 4.1812 8.1879 -10.1500
O -3.3367 -4.0427 7.0462
C -6.2102 -4.0958 9.2394
H 2.0730 8.0363 -10.0436
C 7.2848 7.1172 -4.4922
H -3.5101 0.9056 0.0848
H 2.6312 9.3025 -8.1534
C -0.7134 -1.9264 2.2160
N -0.8419 3.7115 0.4874
C -4.5076 -3.8866 7.3872
H 4.8137 5.9984 -2.8043
H -4.5298 -10.1844 2.7501
H 5.0058 8.1579 -10.7384
O -7.2731 -9.0488 1.8715
H 2.7524 8.7540 -11.5269
H -6.3430 -4.0875 6.3063
C 3.0401 -3.5590 2.5284
H -4.1394 -4.5628 9.2303
H -5.9639 -2.4166 6.8435
H -6.9464 -3.7030 8.5371
H 7.0260 8.8298 -7.1870
H 3.6818 8.6850 -6.8642
H 1.1424 4.8185 -2.6465
N 6.7401 8.0847 -5.2843
H 9.0967 6.6655 -5.5365
O 3.3711 -1.4024 1.2942
N -4.8943 -4.2066 8.6555
C -5.3365 -9.5825 3.1771
H 0.7311 4.3871 -0.9756
H 2.7451 -2.7774 3.3755
C 7.4210 8.9888 -6.1808
H 0.6657 1.0216 2.6060
Cl -5.5707 -2.8455 3.3734
H 4.2001 5.0243 -4.1644
C 1.5168 4.7912 -1.6195
C 2.8903 7.9841 -10.7639
C -2.6698 -3.7588 3.1945
C -3.0605 -5.2744 3.7547
H -3.9824 -7.4760 1.1598

***

The following is a DFT calculation (ωB97M-V/def2-TZVPD) of a molecular structure, C30H51F2I2NO13S2 in a non-equilibrium geometry.

* highest occupied orbital energy: -8.4 eV
* spin multiplicity: 1

Element x y z (Å)
C 3.7068 1.4807 2.4305
C 2.5443 3.3981 -0.7566
H -2.5393 3.3444 8.5044
O -3.6078 -2.1466 -4.6610
H 5.6508 3.4589 3.8279
S 2.9369 -1.7180 -4.3094
F -4.1080 -1.6406 4.6964
C 1.5979 1.4452 -2.0460
C 2.9173 0.9930 -2.5778
H -4.5601 -1.2564 2.0622
H -1.7645 6.9262 -0.7064
C 2.6659 -1.6105 -2.5199
C -3.8087 -0.6704 2.5737
O 3.9993 1.7685 5.6235
H -0.8780 2.7914 6.3044
H -0.2545 -3.8880 -3.3931
C -2.6028 0.6638 0.7306
H -1.6719 -5.5362 -4.7126
O -0.8965 1.8582 6.0689
H -3.4432 -1.3723 -5.2090
C -0.7762 2.3013 3.1409
C 2.7692 1.7872 1.2816
H 1.2527 1.4694 5.3616
H 3.1708 3.7249 -1.5766
O 6.4662 3.8882 4.1100
C 1.9706 0.9196 4.7646
H -2.9094 -1.2732 2.6007
H -1.2940 1.8556 3.9808
H 3.3989 -0.3221 -0.9485
O 0.1773 0.1310 -3.4327
H -2.3084 -5.8227 3.4490
H 3.6048 0.4584 2.7783
C -1.4109 -0.4812 -1.0953
C -3.6382 0.6584 1.8308
H 1.0510 -3.5295 -7.1376
O -1.4249 -6.0393 3.1182
H 1.8352 2.2012 1.6531
H -1.7554 -2.6143 -6.4346
H -3.3723 1.4047 2.5596
C 3.3779 -0.3614 -2.0311
C 3.4576 2.6648 0.2359
S 2.9720 -4.3484 -5.4717
C 0.3741 0.6861 -2.3854
H 6.8944 3.2286 4.6634
H 0.5271 -1.9096 -6.7890
C -4.3082 -0.4573 3.9833
C -2.3501 -0.4513 -0.0819
C -1.6607 3.2894 2.4490
H 2.9007 0.9539 -3.6627
H 2.1075 4.2377 -0.2360
H 2.1234 -0.0530 5.2059
H 4.0883 3.3838 0.7482
C -1.3830 -4.5467 -5.0432
I -2.1203 5.0207 3.5587
O 3.5079 2.3728 3.5525
H -3.8103 0.3557 4.4994
H 4.1370 2.0118 -0.2976
C -1.8453 1.8311 0.4594
H 0.5468 -5.1053 -4.3457
H -3.8965 -4.9816 4.9616
C 2.0568 -3.1361 -4.9298
C 3.2484 1.6963 4.7063
N 0.6502 -3.0845 -5.0806
H 4.7355 1.6056 2.1103
C -0.0485 -4.1988 -4.4152
H -1.7806 7.5034 -2.1113
H -1.2484 -1.3489 -1.7101
O -3.8408 -4.6001 4.0797
C -0.8470 1.8012 -0.5272
H -3.8214 -3.6485 4.2335
C 1.4361 2.5189 -1.2569
O -1.8262 7.7593 -1.1856
C -0.6572 0.6590 -1.3047
F -3.0758 -1.5692 0.0959
H -2.2009 -3.8662 -4.8103
H 2.5188 0.8343 0.8237
O 0.6057 -5.3958 -9.4037
H 1.6297 -1.6945 -2.2122
H 3.1761 -2.4600 -2.0812
C -2.1206 3.0627 1.2270
I -3.4107 4.4054 0.2274
H -1.1750 -3.2322 -7.9558
H 3.6698 1.7235 -2.3318
H -4.5838 0.9493 1.3839
H -3.6248 -1.8085 -3.7610
H -1.5037 -6.9287 2.7626
H 1.2423 -5.8840 -8.8727
H -0.8850 1.4109 6.9224
H -5.3808 -0.3081 3.9726
H 0.0761 2.8392 3.5350
O -1.3187 -4.6282 -6.4682
H -0.4603 1.5336 2.4477
H 4.4130 -0.4927 -2.3350
H 1.5397 0.8231 3.7765
C -1.0411 -3.2980 -6.8823
C 0.3651 -2.9530 -6.5217
H -0.0207 -5.0538 -8.7575
C 0.0845 2.9203 -0.7901
O -0.1806 4.0808 -0.6116
O -2.1082 2.5042 8.6896
H -2.6182 2.1298 9.4144

***

The following is a DFT calculation (ωB97M-V/def2-TZVPD) of 3 unconnected molecules or ions with the total composition C30H51IN3O7 in a non-equilibrium geometry.

* total charge: +1
* highest occupied orbital energy: -11.1 eV
* spin multiplicity: 1

Element x y z (Å)
N -0.7131 4.1594 -2.0835
N 0.7269 0.2553 0.1250
C -1.2663 9.6302 -0.7086
C -1.1486 1.7349 -1.3711
H 6.2216 2.1288 -0.0386
H 5.5820 -0.3224 0.2162
C -1.0531 7.4731 -1.6118
C -3.9170 0.5209 -3.3534
O -0.7562 7.3720 -0.2122
H -1.7063 9.1827 -2.8052
C 2.1807 -0.0588 0.4025
H 1.5951 -1.3082 5.2210
C -4.3063 -1.0689 -3.2505
O -1.0624 -3.6024 -3.6053
C -0.1268 -1.6714 1.9960
H -0.6897 -1.3251 4.2345
H -3.5997 -6.1894 3.7283
C 7.8004 0.7899 -0.0020
I -1.6060 -3.2885 1.9951
H 2.6725 2.2766 0.3943
C -3.0834 -8.2081 3.2298
H -0.2224 8.9167 1.0679
H 2.5242 -0.8274 -0.4416
H -1.9513 8.5068 1.0121
C -1.4462 2.9030 -2.5017
H -2.8936 -1.3297 -5.1050
C -1.8253 8.7599 -1.8044
H -5.3585 -1.1998 -3.7988
H 2.3855 -0.5978 1.4255
H -1.5246 -4.2293 -1.5454
H -3.1213 -9.1882 3.7199
C 0.7321 -3.8140 -1.6978
C 0.0612 -0.9066 3.4399
H -0.1719 0.2611 3.3524
H -3.7964 -8.2117 2.4014
H 0.9142 -2.1802 1.7074
C 5.7053 0.4044 1.1324
H -1.8700 -7.6859 5.7333
H -4.3033 0.8851 -4.4232
C 7.7874 0.5892 -1.6328
C -3.3366 -7.1213 4.2425
H -1.1249 2.4625 -3.5390
C -2.4277 0.9702 -0.6488
C -1.9820 -6.9814 4.9023
H 0.3069 3.9276 -2.1772
H -2.6024 3.1848 -2.5545
H -0.3059 10.0539 -1.0251
C 3.1955 1.2307 0.3366
H 7.1668 1.4477 -2.1409
H 4.5794 2.2682 1.8267
C -3.2495 -1.9792 -4.1733
H -1.1279 -8.8018 2.4688
O 8.7844 0.3252 0.8088
C -3.9922 1.2747 -1.0261
C 4.2919 1.1353 1.5949
C -2.0074 -0.1556 0.5147
H -4.1341 -7.3577 4.9514
C 0.4106 1.3125 -0.9442
O -4.5750 1.3920 -2.3689
H -1.6543 -7.1787 1.9699
H -2.7507 0.6037 -3.3937
O -1.4861 -1.5810 -2.3760
H 1.2542 1.8975 -1.5508
C -1.8919 -2.4148 -3.3489
H -1.9252 10.4535 -0.4214
N 6.6487 1.5088 0.6843
H -2.8936 8.5844 -1.6304
H -1.6165 6.5931 -1.9338
H -0.1015 7.4968 -2.1541
H -4.3790 -1.4688 -2.1502
H -2.9147 -0.6760 1.0585
C -1.6679 -7.9064 2.7887
H 0.4769 -3.4705 -0.5844
H 3.8439 0.6092 2.5394
O -1.0000 -7.3139 3.9112
H 1.1357 -2.8237 -2.2278
H 1.5496 -4.6466 -1.6043
C -1.0468 8.6324 0.4076
C 1.5793 -1.0092 4.0715
H -1.8002 -5.9695 5.2758
H 3.8509 1.0868 -0.6441
C -0.6856 -4.2979 -2.3637
H -0.9711 4.3061 -1.0623
O -4.8365 1.4917 0.0167
H 2.0792 0.0680 4.0222
H 7.3803 -0.4910 -1.9360
H -3.7576 -2.9375 -4.6302
H 8.9047 0.6261 -1.9915
C -0.4065 -0.4951 0.8564
H 6.1113 -0.2378 2.0266
H -0.5507 -5.4473 -2.6570
H 2.2824 -1.7166 3.4413

***

The following is a DFT calculation (ωB97M-V/def2-TZVPD) of a molecular structure, C30H51NOP3Yb in a non-equilibrium geometry.

* total charge: +2
* highest occupied orbital energy (spin up / spin down): -14.0 / -14.0 eV
* spin multiplicity: 2

Element x y z (Å)
H -3.5520 1.7664 5.9781
H 2.4025 2.2894 2.6310
C 1.0059 2.5609 -3.4054
H -2.7514 0.3752 0.4400
H 0.6632 -2.5819 0.3421
H 0.0547 3.0490 -3.6767
H -2.0365 -0.8911 -0.5700
H -3.0789 -3.3319 -2.0733
H -1.8804 0.8726 -2.0094
H -0.0599 -4.0865 -0.2438
C -0.7801 5.1337 -0.8100
H -1.4035 3.3162 -1.8066
C 0.5195 -1.4888 2.6909
H 2.5919 2.7349 -1.9392
P 0.3546 -1.7771 -2.4487
H 1.8213 -4.0961 -3.5537
C 1.5661 -0.8420 3.3815
C -2.2303 -0.5983 0.4780
H 1.7104 2.7261 -4.2338
C 0.8551 -3.4784 -0.2631
H -1.9100 -2.8251 -0.8809
H -1.4562 5.6422 -0.1124
Yb -0.1447 0.2808 -0.9642
H -1.6901 -4.1541 -4.3227
H 0.6194 -1.3751 -4.8353
H 1.3395 -4.6967 3.5574
C -3.6104 0.2273 4.4517
H 3.1143 1.8342 1.0738
H -0.0723 1.5077 3.4617
H -0.1378 4.6790 1.5501
C 1.2695 -1.2805 -3.9482
C -1.6605 0.0987 3.0438
N 0.7149 1.0696 -3.2473
C 1.3274 -3.1265 -1.6736
H -0.3787 3.0460 2.1404
C 0.3826 3.7974 1.9178
H 3.3213 -1.0025 4.6215
H 1.6797 4.2522 -2.1838
C -1.1249 -3.2143 -4.3120
C 2.4180 -0.2133 -0.5544
H -0.0863 -3.4813 -4.5264
H -4.6120 -0.1260 4.7334
H -2.9519 -1.3221 0.8574
H 1.6302 0.2524 3.3610
H -1.8965 -1.5424 -3.1528
C 1.4002 3.2452 0.9215
C -1.2885 -2.4551 -2.9864
C 0.4458 -2.8931 2.7907
H -3.0785 3.0043 -0.2609
H 1.6330 -4.0422 0.2769
H 2.6806 0.2882 -3.2957
C -1.0325 3.6130 -0.8175
H 1.9821 0.5290 -4.8990
C -1.9939 -3.2681 -1.8812
H -1.2716 2.5962 5.3241
H -1.4515 -2.6049 -5.1636
C 1.3927 -4.3448 -2.5817
C 2.5203 -1.5464 4.0996
H 0.8423 4.0486 2.8789
H 2.3359 -2.6966 -1.5708
H -0.9650 5.5481 -1.8084
H 0.4040 -4.7836 -2.7300
C -3.0210 1.2917 5.1398
C 2.4428 -2.9388 4.1703
H -2.2165 3.8532 1.0398
H -3.3925 -1.1975 2.8402
C 2.1734 2.0786 1.5749
H -1.8542 2.1601 0.6580
O 3.5197 -0.3832 -0.2985
H 0.2441 5.4114 -0.5453
H 2.1369 -1.9433 -4.1078
C -2.0965 3.1397 0.2123
P -0.6925 -0.4838 1.6652
C 1.5866 3.1547 -2.1062
H 1.5687 1.1578 1.5861
P 0.5881 2.7300 -0.6279
C 1.7504 0.1793 -3.8780
H 2.0309 -5.1123 -2.1255
C 1.4053 -3.6006 3.5109
H 2.1263 4.0200 0.6264
H -0.1803 0.9129 -3.7379
H -1.6055 -4.2919 -1.8186
C -1.0694 1.1689 3.7480
H 3.1851 -3.4999 4.7497
H -0.3537 -3.4090 2.2665
C -2.9384 -0.3856 3.4063
C -1.7502 1.7699 4.7909

***

The following is a DFT calculation (ωB97M-V/def2-TZVPD) of a molecular structure, C30H52KN11O2 in a non-equilibrium geometry.

* energy above the lowest of the compared OMol25 structures with the same formula, charge and spin: 58.18 kcal/mol
* highest occupied orbital energy (spin up / spin down): -7.2 / -7.2 eV
* spin multiplicity: 1

Element x y z (Å)
H 1.7223 2.6979 0.2754
H -1.9794 -3.2031 6.0383
O -3.0781 2.0597 0.0528
H -1.7531 2.9860 1.9602
H 2.2820 -3.0521 0.9484
O -3.1040 2.0489 1.2449
C -1.7015 -1.7633 3.1397
H -1.8085 -5.1778 -1.2806
C -0.2698 -5.8781 -4.2158
C -2.1938 -3.3618 4.9765
C 0.1548 -4.5904 -4.5527
H -2.2508 -4.1843 2.5191
H 0.7141 -2.4584 3.5509
H 0.8093 -2.2379 0.3490
C -0.7253 3.3276 2.0903
C 0.1168 -2.9533 4.3124
H 3.9003 2.7246 -1.1728
H 2.8563 -3.0396 -1.3838
C -3.5479 -1.2070 1.6723
H 1.1562 4.5924 -3.2780
C -1.2510 -5.0157 -2.1931
H 3.7930 1.7526 -2.6511
N -2.8610 -2.1684 2.5114
K -1.1184 0.7704 0.6129
N -1.1417 -0.6647 2.7899
N -0.3140 5.0313 -1.8594
H 0.3679 1.2207 -1.6022
H 0.0706 1.9314 4.5233
N 0.2030 -7.8468 -5.8123
C -2.9443 -3.5286 1.9973
C -1.4955 3.0990 -3.6719
H -0.7501 4.0557 2.9214
C -0.8324 -3.7170 -2.5179
H 0.1964 -2.5314 -3.9806
C -0.3755 1.3896 -2.3772
H 5.3696 -0.0068 -1.9608
H -3.9585 -3.9164 2.1260
H -0.1107 5.6795 -3.8782
C 2.6901 0.0297 -0.1107
H -0.0460 0.9125 -3.3006
H 3.5256 -1.5723 -2.1079
C -0.5117 3.6818 -1.5440
H 0.6962 -4.4343 -5.4766
H -1.1366 2.7093 -4.6251
H 5.6971 0.8779 -0.4642
H -0.2040 -0.3628 4.6611
C -0.1206 -3.5306 -3.7136
C -1.1239 -2.6080 -1.6710
C 3.4112 1.8556 -1.6302
H -2.0588 5.5810 -0.8322
C 5.0222 0.1513 -0.9336
N 3.6578 0.6269 -0.9146
C 0.4943 5.4083 -3.0034
C 1.5075 2.3429 2.3862
H -1.4889 1.6628 3.7214
H -0.8478 6.8738 -0.9916
H 1.0967 6.2801 -2.7344
H 2.3415 2.0471 -1.6886
H 5.0957 -0.7859 -0.3878
H -3.0833 -1.1216 0.6805
N 0.0612 2.1597 2.4122
H 3.2178 2.2516 1.1119
C -1.3118 6.0184 -1.4904
H -1.0514 4.9414 0.7915
H 0.2304 -4.0365 4.1854
N -0.5763 3.2241 -0.3534
H -3.2148 -3.0501 4.7777
H -4.5843 -1.5307 1.5561
N -0.5144 2.8178 -2.6305
H 1.7626 -1.8190 -2.0492
C -0.3817 4.0765 0.8047
N 2.6617 -1.3510 -0.1916
H -1.3017 -7.0789 -2.7693
H -1.3115 0.9185 -2.0566
H 1.7384 -1.5164 1.6660
H -2.1023 -4.4360 4.7757
N -1.2741 -2.5806 4.1784
H -1.6654 4.1691 -3.7708
H 0.8426 -0.1897 3.2318
H -3.5313 -0.2274 2.1457
H 1.9515 1.6670 3.1181
H 1.7831 3.3689 2.6799
C -0.1646 -0.0080 3.6223
C -0.0076 -6.9705 -5.0963
N 1.8996 0.6509 0.6848
H -2.6937 -3.5412 0.9312
H 0.5100 -2.6893 5.2994
C -1.3687 -1.6197 -0.9797
H -2.4550 2.6207 -3.4401
C 2.1427 2.0317 1.0320
H 0.6395 4.4772 0.8320
H -1.8303 6.3872 -2.3842
C -0.9747 -6.0800 -3.0275
C 2.7067 -1.9680 -1.5122
C -0.4119 1.5055 3.6281
C 1.8177 -2.0833 0.7439

***

no.,E_tot (hartree)
1,-2697.6633
2,-3798.0250
3,-2161.4317
4,-3485.8616
5,-2526.7671